Computed, not measured: 2 unconnected molecules or ions with the total composition C3H8BrISi, with ωB97M-V with the def2-TZVPD basis set.

Each atom is followed by the atoms it is bonded to, with distances in Å.
Geometry (Å):
1 C 1.78451 1.11612 -2.08379  H7 1.070, H8 1.068, H9 1.067
2 C -1.44138 0.09277 2.23302  Si4 1.901, H10 1.086, H11 1.088, H12 1.087
3 C -1.44184 -1.42656 -0.55280  Si4 1.911, Br5 1.982, H13 1.085, H14 1.087
4 Si -1.49211 0.26275 0.34006  C2 1.901, C3 1.911, I6 2.484
5 Br -2.76110 -2.67552 0.23890  C3 1.982
6 I -3.55382 1.45944 -0.35978  Si4 2.484
7 H 2.33703 0.47161 -1.43234  C1 1.070
8 H 1.23831 0.70108 -2.90178  C1 1.068
9 H 1.83708 2.17523 -1.96187  C1 1.067
10 H -0.70665 0.75801 2.67692  C2 1.086
11 H -2.41134 0.33812 2.65972  C2 1.088
12 H -1.19575 -0.92475 2.52554  C2 1.087
13 H -0.47563 -1.91229 -0.46171  C3 1.085
14 H -1.68955 -1.34156 -1.60766  C3 1.087

For the HOMO energy (alpha / beta), the calculation gives -9.08 / -7.75 eV. The relative energy (zero: lowest compared OMol25 entry of this formula, charge and spin) comes out at 301.5 kJ/mol. The total energy is -89259.474 eV. The value obtained for the frontier orbital gap (alpha / beta) is 7.82 / 7.64 eV. The total charge is 0.